Entry 1:
Below is C26H29CoN8OSi as an isolated structure, with properties calculated with ωB97M-V/def2-TZVPD.

```
66
Properties=species:S:1:pos:R:3
Co -0.32 -0.58 -0.12
C 4.60 -0.88 -1.18
Si 2.84 -1.33 -0.70
C 2.08 -2.11 -2.25
C 2.82 -2.35 0.89
N 1.64 -0.02 -0.38
C 1.96 1.28 -0.45
C 3.29 1.77 -0.28
C 3.60 3.10 -0.44
C 2.59 4.01 -0.76
C 1.26 3.60 -0.85
C 0.95 2.27 -0.69
O -0.33 1.76 -0.65
C -1.40 2.66 -0.84
C -2.16 2.99 0.27
C -3.22 3.87 0.13
C -3.51 4.41 -1.11
C -2.75 4.06 -2.22
C -1.69 3.17 -2.09
H 5.03 -1.72 -1.73
H 5.25 -0.70 -0.32
H 4.66 -0.01 -1.83
H 2.38 -3.16 -2.34
H 2.46 -1.58 -3.12
H 0.99 -2.05 -2.28
H 3.09 -3.39 0.70
H 1.86 -2.33 1.41
H 3.57 -1.97 1.59
H 4.06 1.07 0.01
H 4.62 3.44 -0.31
H 2.82 5.06 -0.89
H 0.49 4.33 -1.03
H -1.92 2.56 1.24
H -3.81 4.14 0.99
H -4.32 5.12 -1.22
H -2.97 4.48 -3.19
H -1.09 2.90 -2.95
N -4.32 -0.64 -1.63
C -3.27 0.14 -1.40
N -2.27 -0.61 -0.97
C -2.79 -1.88 -0.98
N -4.04 -1.92 -1.37
C -1.96 -3.03 -0.71
C -2.45 -4.34 -0.78
N -1.65 -5.38 -0.64
C -0.36 -5.14 -0.44
C 0.13 -3.85 -0.34
N -0.67 -2.79 -0.46
H -5.24 -0.39 -1.95
H -3.27 1.20 -1.56
H -3.51 -4.52 -0.96
H 0.29 -6.00 -0.37
H 1.18 -3.67 -0.17
N 0.09 1.62 2.38
C -0.19 0.39 2.85
C -0.17 0.17 4.25
C -0.51 -1.05 4.75
C -0.90 -2.06 3.86
C -0.89 -1.79 2.53
N -0.52 -0.60 1.99
H 0.43 2.34 3.00
H 0.18 1.77 1.39
H 0.13 0.99 4.89
H -0.49 -1.24 5.81
H -1.21 -3.03 4.22
H -1.18 -2.55 1.82
```

For the HOMO energy (spin up / spin down), the calculation gives -0.515 / -0.520 Ha. As for the net charge: +2. As for the orbital gap (spin up / spin down): 8.16 / 6.35 eV. The spin multiplicity is 5.

natural (NBO) atomic charge list, values in e, 4 entries:
1. Co 1.548
2. C -1.138
3. Si 1.752
4. C -1.117

Entry 2:
Below is a 7-piece molecular cluster, C58H101BBrF4O12P overall in a non-equilibrium geometry, with properties calculated with ωB97M-V/def2-TZVPD.

```
178
Properties=species:S:1:pos:R:3
C 7.77 -3.63 0.58
C 8.14 -2.61 -0.45
C 7.59 -2.55 -2.00
O 8.36 -3.14 -2.95
O 6.32 -1.97 -2.45
C 6.44 -0.49 -2.63
C 5.26 0.17 -1.69
C 4.41 1.39 -2.44
C 2.93 1.41 -1.68
C 3.03 1.84 -0.09
C 1.62 1.56 0.76
C 1.04 0.04 0.60
C 1.81 -1.23 1.30
C 3.15 -1.18 2.24
F 3.35 0.09 2.97
F 2.95 -2.24 3.30
C 4.43 -1.68 1.34
F 4.87 -3.03 1.87
F 5.62 -0.80 1.41
C 1.17 -2.76 1.03
C -0.19 -3.05 0.17
P -0.80 -4.89 -0.04
C 0.43 -6.07 0.88
C -0.53 -5.36 -1.91
C -0.97 -1.76 -0.48
C -0.33 -0.23 -0.27
C -1.23 0.99 -0.99
O -0.70 2.01 -1.67
C -2.88 0.79 -0.83
C -3.93 2.00 -0.47
B -3.43 3.55 -0.22
O -2.77 3.86 1.07
O -3.65 4.65 -1.18
C -5.08 4.83 -1.51
C -5.56 1.69 -0.29
C -6.15 0.17 -0.46
Br -8.15 -0.04 -0.14
C -5.14 -1.07 -0.83
C -5.67 -2.61 -1.01
C -6.40 -2.93 -2.45
C -8.04 -2.86 -2.30
C -8.86 -3.88 -3.29
C -10.45 -3.36 -3.27
C -11.10 -3.40 -1.75
C -3.53 -0.74 -1.01
C -2.40 -1.92 -1.34
O -2.58 -2.89 -2.24
H 8.47 -3.87 1.51
H 6.75 -4.24 0.56
H 8.93 -1.79 -0.11
H 6.30 -0.16 -3.74
H 7.48 -0.19 -2.17
H 5.69 0.64 -0.70
H 4.46 -0.68 -1.51
H 4.32 1.25 -3.60
H 4.94 2.39 -2.12
H 2.43 0.33 -1.81
H 2.25 2.14 -2.32
H 3.98 1.40 0.46
H 3.15 3.02 -0.08
H 1.79 1.82 1.91
H 0.87 2.40 0.38
H 4.03 -1.89 0.26
H 1.71 -3.68 1.53
H 0.17 -7.21 0.74
H 1.52 -5.86 0.45
H 0.45 -5.71 1.99
H 0.13 -4.57 -2.48
H 0.03 -6.41 -2.00
H -1.58 -5.49 -2.43
H -1.77 3.78 0.98
H -5.82 4.65 -0.61
H -5.33 5.92 -1.92
H -5.34 4.06 -2.37
H -6.28 2.59 0.01
H -4.78 -3.39 -0.91
H -6.42 -2.87 -0.14
H -6.09 -4.01 -2.77
H -6.09 -2.10 -3.22
H -8.36 -2.96 -1.16
H -8.35 -1.75 -2.61
H -8.86 -4.96 -2.84
H -8.44 -3.82 -4.39
H -11.05 -4.08 -3.98
H -10.54 -2.24 -3.67
H -10.53 -2.69 -1.02
H -12.22 -3.02 -1.88
H -11.12 -4.51 -1.33
C 3.99 0.08 5.96
C 4.22 1.54 5.59
O 3.14 2.39 5.96
C 2.82 2.45 7.35
C 3.98 2.94 8.21
H 3.07 -0.29 5.49
H 4.83 -0.54 5.62
H 3.89 -0.06 7.04
H 4.32 1.61 4.50
H 5.16 1.91 6.01
H 2.46 1.48 7.69
H 1.99 3.15 7.45
H 4.84 2.27 8.15
H 3.67 3.00 9.26
H 4.31 3.93 7.88
C 1.31 0.79 11.31
C 0.63 -0.53 10.98
O -0.80 -0.45 11.03
C -1.41 0.48 10.15
C -1.13 0.20 8.68
H 1.02 1.13 12.31
H 2.40 0.66 11.29
H 1.06 1.58 10.60
H 0.93 -1.28 11.72
H 0.95 -0.90 10.01
H -1.13 1.50 10.42
H -2.50 0.40 10.31
H -0.06 0.27 8.45
H -1.65 0.92 8.04
H -1.45 -0.81 8.41
C 7.88 -6.06 -2.29
C 8.31 -7.52 -2.20
O 7.36 -8.36 -1.54
C 6.07 -8.44 -2.15
C 6.10 -8.97 -3.57
H 7.68 -5.66 -1.29
H 8.66 -5.46 -2.76
H 6.96 -5.95 -2.88
H 9.23 -7.57 -1.60
H 8.56 -7.92 -3.18
H 5.57 -7.46 -2.10
H 5.47 -9.12 -1.53
H 6.68 -8.33 -4.24
H 5.08 -9.05 -3.97
H 6.56 -9.96 -3.60
C -4.67 9.33 -2.95
C -5.39 8.61 -4.08
O -6.62 8.02 -3.67
C -7.62 8.90 -3.16
C -8.05 9.97 -4.14
H -4.47 8.64 -2.12
H -3.72 9.74 -3.31
H -5.26 10.16 -2.55
H -4.76 7.80 -4.44
H -5.56 9.28 -4.93
H -7.27 9.35 -2.22
H -8.49 8.28 -2.90
H -7.22 10.63 -4.43
H -8.83 10.60 -3.71
H -8.43 9.52 -5.06
C -10.31 11.08 -10.32
C -9.85 11.54 -8.94
O -9.81 10.48 -7.99
C -8.95 9.39 -8.28
C -7.49 9.79 -8.43
H -11.31 10.63 -10.26
H -10.36 11.94 -11.01
H -9.64 10.34 -10.75
H -10.56 12.28 -8.56
H -8.88 12.03 -9.00
H -9.30 8.86 -9.17
H -9.04 8.68 -7.44
H -7.34 10.49 -9.25
H -6.87 8.91 -8.61
H -7.13 10.28 -7.51
C 10.37 -7.98 1.53
C 11.15 -7.08 2.47
O 10.37 -6.02 3.02
C 9.24 -6.41 3.80
C 9.60 -7.26 5.01
H 9.94 -7.40 0.71
H 11.03 -8.75 1.11
H 9.55 -8.49 2.04
H 11.96 -6.60 1.91
H 11.62 -7.65 3.27
H 8.50 -6.92 3.17
H 8.76 -5.49 4.15
H 10.07 -8.20 4.72
H 8.70 -7.49 5.59
H 10.30 -6.72 5.66
```

For the HOMO energy, the calculation gives -0.314 Ha. As for the net charge: 0. The SMILES is C=CC(=O)OCCCCCCc1c(C(F)(F)C(F)F)cc(P(C)C)c2c1C(=O)c1c(B(O)OC)cc(Br)c(CCCCCC)c1C2=O.CCOCC.CCOCC.CCOCC.CCOCC.CCOCC.CCOCC. As for the orbital gap: 6.49 eV. The spin multiplicity is 1.

Löwdin atomic charge list, values in e, 4 entries:
1. C -0.001
2. C -0.048
3. C -0.253
4. O -0.024

Entry 3:
Below is C39H39AsBCl5InNO3 as an isolated structure in a non-equilibrium geometry, with properties calculated with ωB97M-V/def2-TZVPD.

```
90
Properties=species:S:1:pos:R:3
In -1.10 -0.30 0.32
Cl -0.63 3.22 -1.22
C -1.94 3.04 -0.12
C -2.13 1.83 0.52
C -3.34 1.72 1.21
Cl -3.70 0.19 1.94
C -4.27 2.75 1.31
Cl -5.76 2.53 2.15
C -3.99 3.97 0.72
Cl -5.11 5.27 0.83
C -2.82 4.12 -0.01
Cl -2.49 5.62 -0.80
C -1.41 -1.45 3.70
N -0.62 -0.50 2.92
C -0.67 0.84 3.49
C 0.76 -0.97 2.84
C 0.90 -2.12 1.87
C 1.53 -3.31 2.20
C 1.71 -4.29 1.24
C 1.27 -4.07 -0.06
C 0.61 -2.89 -0.37
C 0.41 -1.91 0.58
H -1.01 -1.54 4.72
H -1.38 -2.42 3.22
H -2.45 -1.12 3.77
H -0.15 0.90 4.45
H -1.70 1.16 3.63
H -0.20 1.53 2.78
H 1.15 -1.25 3.83
H 1.35 -0.14 2.45
H 1.87 -3.48 3.22
H 2.19 -5.23 1.50
H 1.43 -4.83 -0.82
H 0.22 -2.74 -1.38
O 1.34 0.90 0.52
As 2.46 1.70 -0.38
C 4.24 0.98 -0.12
C 5.06 0.67 -1.20
C 6.37 0.26 -0.98
C 6.85 0.15 0.31
C 6.03 0.45 1.39
C 4.73 0.87 1.18
C 2.68 3.52 0.22
C 1.88 3.99 1.25
C 1.98 5.31 1.66
C 2.86 6.16 1.00
C 3.68 5.69 -0.01
C 3.62 4.36 -0.39
C 2.24 1.51 -2.29
C 2.44 2.52 -3.21
C 2.27 2.25 -4.56
C 1.91 0.98 -4.98
C 1.72 -0.04 -4.05
C 1.88 0.23 -2.70
H 4.68 0.75 -2.21
H 7.00 0.01 -1.82
H 7.87 -0.18 0.48
H 6.42 0.35 2.40
H 4.08 1.10 2.01
H 1.16 3.30 1.69
H 1.38 5.67 2.48
H 2.91 7.20 1.29
H 4.38 6.36 -0.50
H 4.27 3.95 -1.15
H 2.69 3.52 -2.88
H 2.41 3.04 -5.29
H 1.77 0.78 -6.03
H 1.46 -1.03 -4.38
H 1.71 -0.54 -1.95
C -2.80 -4.43 -1.87
C -3.51 -3.63 -0.79
C -4.00 -4.56 0.31
O -2.54 -2.72 -0.23
B -2.70 -1.48 -0.80
O -3.83 -1.42 -1.56
C -4.58 -2.65 -1.37
C -5.69 -2.33 -0.37
C -5.20 -3.07 -2.69
H -1.95 -4.94 -1.41
H -2.42 -3.77 -2.65
H -3.46 -5.17 -2.32
H -3.16 -5.20 0.61
H -4.80 -5.21 -0.05
H -4.34 -4.01 1.18
H -5.27 -2.03 0.59
H -6.34 -3.20 -0.22
H -6.29 -1.51 -0.75
H -4.45 -3.16 -3.47
H -5.93 -2.32 -3.00
H -5.71 -4.03 -2.57
```

For the HOMO energy, the calculation gives -0.274 Ha. As for the net charge: 0. As for the orbital gap: 7.92 eV. The spin multiplicity is 1.

Löwdin atomic charge list, values in e, 4 entries:
1. In 0.942
2. Cl 0.729
3. C -0.701
4. C -0.221

Entry 4:
Below is a 6-piece molecular cluster, C29H54N9O4 overall in a non-equilibrium geometry, with properties calculated with ωB97M-V/def2-TZVPD.

```
96
Properties=species:S:1:pos:R:3
C 5.85 -2.31 -1.27
C 5.31 -1.66 -2.50
O 5.39 -2.14 -3.60
O 4.67 -0.47 -2.36
C 5.10 0.40 -1.30
C 4.21 1.63 -1.35
C 2.94 1.48 -0.50
C 1.69 2.11 -1.13
C 0.71 1.01 -1.54
N -0.35 1.55 -2.44
C -1.55 0.94 -2.58
N -2.02 0.76 -3.85
N -2.26 0.60 -1.51
C -3.51 -0.12 -1.57
O -4.56 0.80 -1.31
N -5.71 0.06 -0.71
O -6.41 -0.37 -1.51
H 6.06 -3.35 -1.51
H 6.77 -1.82 -0.96
H 5.12 -2.25 -0.46
H 6.15 0.68 -1.44
H 4.98 -0.09 -0.33
H 4.77 2.48 -0.98
H 3.92 1.80 -2.39
H 2.73 0.42 -0.32
H 3.10 1.93 0.48
H 1.18 2.77 -0.44
H 1.94 2.68 -2.03
H 1.25 0.22 -2.07
H 0.27 0.56 -0.65
H 0.02 1.64 -3.38
H -1.60 0.00 -4.37
H -3.03 0.76 -3.94
H -1.91 0.88 -0.60
H -3.51 -0.91 -0.81
H -3.63 -0.60 -2.54
C 10.82 -5.52 -0.13
C 9.74 -5.10 0.86
C 8.60 -4.32 0.19
C 9.09 -3.09 -0.43
N 9.49 -2.12 -0.91
H 11.30 -4.66 -0.58
H 11.59 -6.10 0.38
H 10.40 -6.14 -0.93
H 10.18 -4.49 1.65
H 9.31 -5.98 1.34
H 7.84 -4.05 0.92
H 8.12 -4.92 -0.58
C 5.21 -1.42 3.37
C 3.78 -1.40 3.89
C 2.86 -2.37 3.14
C 2.78 -2.03 1.72
N 2.73 -1.72 0.61
H 5.26 -1.10 2.32
H 5.84 -0.75 3.94
H 5.64 -2.42 3.43
H 3.38 -0.39 3.82
H 3.77 -1.68 4.95
H 1.85 -2.34 3.54
H 3.23 -3.39 3.22
C -6.59 -4.22 -4.74
C -7.04 -2.89 -4.16
C -6.71 -1.70 -5.08
C -5.27 -1.58 -5.32
N -4.14 -1.48 -5.51
H -5.50 -4.26 -4.87
H -6.87 -5.04 -4.07
H -7.05 -4.41 -5.71
H -6.57 -2.73 -3.19
H -8.11 -2.90 -4.00
H -7.06 -0.76 -4.65
H -7.20 -1.82 -6.05
C -4.28 4.43 1.22
C -4.17 2.92 1.34
C -2.98 2.47 2.20
C -1.71 2.86 1.59
N -0.74 3.17 1.07
H -3.40 4.85 0.73
H -5.15 4.71 0.62
H -4.37 4.88 2.21
H -4.07 2.46 0.35
H -5.08 2.52 1.79
H -2.97 1.38 2.30
H -3.05 2.89 3.20
C -7.82 3.75 4.79
C -7.89 5.15 5.39
C -7.15 6.20 4.55
C -5.73 5.88 4.42
N -4.61 5.63 4.34
H -6.79 3.40 4.74
H -8.39 3.05 5.40
H -8.24 3.74 3.78
H -7.48 5.14 6.40
H -8.93 5.46 5.48
H -7.24 7.19 5.00
H -7.58 6.25 3.54
```

For the HOMO energy, the calculation gives -0.424 Ha. As for the net charge: +1. As for the orbital gap: 7.88 eV. The spin multiplicity is 1.

Löwdin atomic charge list, values in e, 4 entries:
1. C 0.003
2. C -0.526
3. O 0.123
4. O -0.009

| no. | E_tot (Eh) |
| --- | --- |
| 1 | -3193.3051 |
| 2 | -6512.0004 |
| 3 | -6541.7607 |
| 4 | -1930.8371 |